## A
Below is a 6-piece molecular cluster, C12H36O6 overall, with properties calculated with the ωB97M-V functional and the def2-TZVPD basis.

Each line ends with the natural charge from an NBO analysis.
Positions of all 54 atoms, in Å:
C1 0.72898 -1.25766 -0.48491  -0.64
C2 1.12294 -0.03485 0.32907  -0.07
O1 0.16936 0.94359 -0.07792  -0.77
H1 1.38412 -2.13096 -0.42424  0.22
H2 0.71507 -1.04741 -1.55368  0.21
H3 -0.28452 -1.62068 -0.30228  0.21
H4 2.11961 0.30010 0.02907  0.16
H5 1.08680 -0.31713 1.38561  0.16
H6 0.47299 1.82676 0.18253  0.50
C3 -1.43462 -0.20957 -5.02743  -0.63
C4 -0.61909 -0.21058 -3.71703  -0.06
O2 -1.40101 -0.61839 -2.60123  -0.77
H7 -2.02299 -1.12649 -5.05475  0.23
H8 -0.75330 -0.09342 -5.86375  0.21
H9 -2.12936 0.62569 -4.94106  0.21
H10 -0.34167 0.82836 -3.52775  0.17
H11 0.26456 -0.83514 -3.86489  0.16
H12 -1.05696 -0.27611 -1.76977  0.51
C5 -1.79604 -5.31620 -2.56290  -0.63
C6 -1.79536 -3.83158 -2.17583  -0.06
O3 -2.50018 -3.04445 -3.13881  -0.77
H13 -1.52754 -5.43520 -3.61407  0.21
H14 -2.80124 -5.72532 -2.47984  0.21
H15 -1.03472 -5.79891 -1.95329  0.21
H16 -0.78768 -3.40946 -2.24927  0.15
H17 -2.21169 -3.73800 -1.16940  0.15
H18 -2.28350 -2.10971 -2.94005  0.50
C7 -3.39244 2.03430 0.65858  -0.62
C8 -3.43433 1.82196 -0.82816  -0.07
O4 -4.73508 1.15390 -1.01027  -0.73
H19 -3.36246 1.10401 1.22566  0.22
H20 -4.23193 2.61944 1.02984  0.20
H21 -2.45916 2.54494 0.94570  0.20
H22 -2.58486 1.25455 -1.19773  0.19
H23 -3.51082 2.75393 -1.39469  0.16
H24 -5.35093 1.86932 -1.18180  0.46
C9 2.94256 -0.27227 4.99824  -0.63
C10 4.12898 -0.29170 4.04452  -0.06
O5 5.10533 -1.27290 4.36848  -0.72
H25 2.57155 -1.27024 5.23426  0.22
H26 2.11869 0.22743 4.49024  0.21
H27 3.27500 0.21004 5.91639  0.21
H28 4.60627 0.69402 4.03470  0.15
H29 3.74277 -0.48271 3.03359  0.15
H30 5.95456 -0.89431 4.13176  0.47
C11 2.40088 2.81456 2.92069  -0.64
C12 1.40654 3.80772 2.36377  -0.06
O6 1.27522 3.52641 0.94801  -0.75
H31 2.47314 2.82323 4.00893  0.22
H32 3.41182 2.91581 2.51728  0.20
H33 2.06185 1.84801 2.54151  0.21
H34 1.74504 4.84299 2.44040  0.17
H35 0.41375 3.67008 2.78348  0.19
H36 2.14509 3.61023 0.54451  0.47

Calculated values
HOMO energy ... -0.3411 Eh
LUMO level ... 0.38 eV
2S+1 ... 1
Frontier orbital gap ... 9.662 eV
SMILES ... CCO.CCO.CCO.CCO.CCO.CCO

=====

## B
Below is a 6-piece molecular cluster, C12H36O6 overall, with properties calculated with the ωB97M-V functional and the def2-TZVPD basis.

Each line ends with the natural charge from an NBO analysis.
Positions of all 54 atoms, in Å:
C1 -1.64029 -1.30803 0.51240  -0.62
C2 -0.45093 -0.40382 0.78993  -0.07
O1 -0.82834 0.97174 0.73323  -0.78
H1 -2.42543 -1.09554 1.23856  0.20
H2 -1.31594 -2.34738 0.56980  0.21
H3 -2.01330 -1.13838 -0.49815  0.21
H4 0.30795 -0.58889 0.02223  0.19
H5 -0.01394 -0.65801 1.76153  0.14
H6 -0.09762 1.43516 0.29880  0.50
C3 -2.65014 2.47778 -3.47786  -0.62
C4 -2.36671 1.78104 -2.17633  -0.06
O2 -2.09684 2.75059 -1.15751  -0.76
H7 -2.84472 1.69620 -4.21521  0.21
H8 -1.81324 3.08285 -3.83378  0.21
H9 -3.48847 3.16723 -3.39248  0.21
H10 -1.53604 1.06896 -2.20859  0.16
H11 -3.25032 1.19909 -1.87898  0.15
H12 -1.87389 2.25005 -0.36150  0.49
C5 2.50532 -0.41685 3.74846  -0.64
C6 2.98291 -0.33788 2.30961  -0.07
O3 3.35200 -1.60108 1.76136  -0.74
H13 1.45883 -0.70763 3.79116  0.22
H14 2.66433 0.53274 4.26139  0.22
H15 3.12514 -1.12839 4.30017  0.21
H16 3.83704 0.34475 2.19800  0.16
H17 2.21728 0.10210 1.67006  0.19
H18 4.12152 -1.92684 2.23587  0.48
C7 4.75669 -1.52675 -1.78487  -0.64
C8 3.67175 -0.54153 -1.41129  -0.06
O4 2.47293 -1.17248 -0.97546  -0.74
H19 4.35256 -2.32771 -2.40550  0.22
H20 5.23391 -1.96964 -0.91111  0.20
H21 5.51694 -1.02461 -2.38957  0.21
H22 3.42076 0.11565 -2.24574  0.18
H23 4.02447 0.14505 -0.62795  0.15
H24 2.66623 -1.50180 -0.08851  0.49
C9 -4.79591 -3.79959 0.87324  -0.63
C10 -6.03713 -3.35969 0.13238  -0.06
O5 -6.59568 -4.47941 -0.55733  -0.73
H25 -5.01533 -4.65733 1.50907  0.21
H26 -4.33578 -3.01458 1.47658  0.21
H27 -4.01232 -4.07013 0.16203  0.21
H28 -5.74602 -2.59357 -0.59632  0.16
H29 -6.78270 -2.90049 0.78543  0.16
H30 -6.82894 -4.18808 -1.44147  0.47
C11 2.36728 4.53946 0.20542  -0.65
C12 2.07855 3.05894 0.36864  -0.06
O6 1.08034 2.56719 -0.52925  -0.74
H31 3.26862 4.77872 0.77755  0.22
H32 1.59463 5.13067 0.70585  0.21
H33 2.48469 4.89689 -0.81535  0.22
H34 1.72392 2.90916 1.39590  0.16
H35 2.97788 2.45564 0.24582  0.17
H36 0.59153 3.32843 -0.86033  0.49

Calculated values
HOMO energy ... -0.3576 Eh
LUMO level ... 0.57 eV
2S+1 ... 1
Frontier orbital gap ... 10.299 eV
SMILES ... CCO.CCO.CCO.CCO.CCO.CCO

=====

Most stable pick: B. Distance to second place: 0.0302 hartree.

=====

## A
Below is one molecule with the formula C2H5N2P, with properties calculated with the ωB97M-V functional and the def2-TZVPD basis.

Each line ends with the natural charge from an NBO analysis.
Positions of all 10 atoms, in Å:
C1 -0.32119 1.40997 -0.01379  -0.13
C2 1.04766 -0.37675 0.16686  -0.06
N1 0.83355 0.98105 0.07171  -0.41
N2 -0.53120 -1.10794 0.00243  -1.05
P1 -1.65841 0.08510 0.03616  0.70
H1 -0.37020 2.42300 0.13410  0.20
H2 1.61365 -0.80028 -0.70249  0.21
H3 1.70642 -0.69099 1.14378  0.21
H4 -0.50614 -2.00981 0.59390  0.41
H5 -1.81413 0.08666 -1.43267  -0.07

Calculated values
HOMO energy ... -0.3104 Eh
LUMO level ... 0.91 eV
2S+1 ... 1
Frontier orbital gap ... 9.357 eV
SMILES ... C1=NCNP1

=====

## B
Below is C2H5N2P as an isolated structure, with properties calculated with the ωB97M-V functional and the def2-TZVPD basis.

Each line ends with the natural charge from an NBO analysis.
Positions of all 10 atoms, in Å:
C1 -0.18236 -1.66923 0.18970  0.01
C2 -0.72010 0.60264 0.09263  -0.09
N1 -1.03006 -0.80427 0.14693  -0.43
N2 0.79417 0.85831 0.36848  -0.94
P1 1.88182 -0.41577 0.03246  0.54
H1 -0.41788 -2.66367 0.03618  0.18
H2 -0.96142 0.79059 -0.97418  0.20
H3 -1.53557 1.13530 0.63206  0.22
H4 1.10850 1.21506 1.22547  0.39
H5 1.71046 -0.60112 -1.35159  -0.08

Calculated values
HOMO energy ... -0.3097 Eh
LUMO level ... 0.81 eV
2S+1 ... 1
Frontier orbital gap ... 9.239 eV

=====

Most stable pick: A. Distance to second place: 0.0074 hartree.

=====

## A
Below is one molecule with the formula C20H25NO3, with properties calculated with the ωB97M-V functional and the def2-TZVPD basis.

Each line ends with the natural charge from an NBO analysis.
Positions of all 49 atoms, in Å:
O1 0.63954 1.85931 -6.51964  -0.56
O2 -0.94513 0.56269 -3.53667  -0.60
O3 1.29176 -0.29987 -5.75551  -0.72
C1 0.98896 1.11487 -5.59561  0.83
C2 0.25514 0.63740 -3.25977  0.70
C3 -1.04572 -1.09578 -1.16984  -0.18
C4 1.30591 0.63825 2.52644  -0.27
C5 0.56637 0.05436 3.61280  -0.12
C6 -1.02183 -1.40801 2.35150  -0.11
C7 -0.76464 -1.06212 1.04568  -0.02
C8 0.19057 -0.18992 0.45404  -0.10
C9 0.03048 -0.28247 -0.94107  0.09
C10 -1.47813 -1.59313 0.04216  -0.07
C11 1.12412 0.58090 1.12681  0.10
C12 -0.47234 -0.94848 3.53431  -0.09
N1 0.73415 0.27906 -1.98909  -0.60
C13 -2.46609 -2.71703 0.07638  -0.64
C14 1.92132 1.57488 0.35227  -0.63
C15 2.12189 3.84868 -4.45987  -0.61
C16 -0.89542 -3.15582 4.86905  -0.61
C17 -2.46672 -1.20727 5.12906  -0.60
C18 1.18048 1.49865 -4.09785  -0.42
C19 0.95713 3.02224 -3.94971  -0.39
C20 -1.04587 -1.58388 4.78173  -0.20
H1 1.12538 -0.61775 -6.61453  0.49
H2 -1.56844 -1.24546 -2.13856  0.24
H3 2.04485 1.36038 2.82088  0.20
H4 0.90657 0.44548 4.65074  0.22
H5 -1.66809 -2.28896 2.38913  0.21
H6 1.62378 0.64282 -1.78235  0.39
H7 -3.03873 -2.80612 -0.89858  0.23
H8 -2.07611 -3.65086 0.47171  0.22
H9 -3.30005 -2.51037 0.79059  0.21
H10 1.29648 2.16584 -0.23607  0.23
H11 2.55423 2.23372 0.92528  0.23
H12 2.60988 1.02511 -0.35164  0.20
H13 1.75548 4.84639 -4.66060  0.22
H14 2.93125 3.91335 -3.68613  0.20
H15 2.48453 3.36928 -5.48179  0.22
H16 -1.24411 -3.35394 5.88081  0.21
H17 0.16046 -3.39259 4.76006  0.21
H18 -1.50080 -3.78876 4.16306  0.21
H19 -3.21715 -1.77547 4.57918  0.20
H20 -2.58085 -0.12523 4.93627  0.21
H21 -2.54642 -1.38062 6.15662  0.21
H22 2.19386 1.34799 -3.72918  0.23
H23 -0.04447 3.32393 -4.34973  0.24
H24 0.85714 3.25990 -2.86947  0.20
H25 -0.46458 -1.12555 5.64672  0.19

Calculated values
HOMO energy ... -0.2537 Eh
LUMO level ... -0.47 eV
2S+1 ... 1
Frontier orbital gap ... 6.436 eV
SMILES ... CC[C@H](C(=O)O)C(=O)Nc1cc(C)c2cc(C(C)C)ccc(C)c1-2

=====

## B
Below is one molecule with the formula C20H25NO3, with properties calculated with the ωB97M-V functional and the def2-TZVPD basis.

Each line ends with the natural charge from an NBO analysis.
Positions of all 49 atoms, in Å:
C1 0.94993 0.01857 1.93561  -0.25
H1 1.18235 0.33390 2.95797  0.18
O1 -0.32516 -0.57288 1.85438  -0.54
C2 -1.43259 0.20822 2.05075  0.41
C3 -1.35092 1.52544 2.49062  -0.33
C4 -2.49263 2.28125 2.69114  -0.17
C5 -3.74069 1.73978 2.44539  -0.25
C6 -3.82823 0.43852 1.99251  -0.13
C7 -2.69803 -0.34890 1.79495  -0.22
C8 -2.95421 -1.71233 1.23328  0.67
O2 -3.99579 -1.96514 0.65767  -0.63
N1 -1.99946 -2.65018 1.45733  -0.62
H2 -1.12130 -2.33967 1.84446  0.41
C9 -1.97348 -3.86716 0.68576  -0.25
H3 -1.77524 -4.72668 1.33298  0.20
C10 -0.89378 -3.77685 -0.40569  -0.07
O3 -1.16557 -2.64751 -1.20803  -0.51
C11 -0.25586 -1.63285 -1.27514  0.31
C12 1.12199 -1.81620 -1.30745  -0.30
C13 1.96242 -0.72771 -1.44694  -0.15
C14 1.47679 0.57158 -1.55398  -0.06
C15 0.09570 0.73826 -1.51899  -0.20
C16 -0.75720 -0.33943 -1.38303  -0.25
H4 -1.82685 -0.19949 -1.35997  0.23
H5 -0.34257 1.72020 -1.59491  0.22
C17 2.44966 1.72549 -1.74906  -0.06
C18 3.49724 1.73422 -0.62649  -0.60
H6 4.05271 0.80173 -0.58958  0.21
H7 3.02135 1.88565 0.34035  0.20
H8 4.20681 2.54308 -0.78799  0.21
C19 3.15190 1.53837 -3.10194  -0.60
H9 3.71662 0.61032 -3.12535  0.21
H10 3.83771 2.36224 -3.28832  0.20
H11 2.41815 1.51027 -3.90450  0.21
C20 1.75207 3.08856 -1.75406  -0.61
H12 2.49509 3.87590 -1.86497  0.21
H13 1.21672 3.25973 -0.82247  0.21
H14 1.05422 3.16833 -2.58371  0.21
H15 3.02581 -0.91275 -1.48574  0.20
H16 1.54826 -2.80791 -1.25327  0.21
H17 0.09193 -3.69878 0.06627  0.17
H18 -0.92039 -4.67470 -1.03412  0.19
H19 -2.95810 -3.96681 0.22377  0.24
H20 -4.78481 -0.00874 1.76739  0.24
H21 -4.63304 2.32667 2.59778  0.22
H22 -2.39668 3.29920 3.03910  0.21
H23 -0.39061 1.97501 2.68715  0.22
H24 1.03546 0.86645 1.25206  0.19
H25 1.65230 -0.75431 1.62705  0.21

Calculated values
HOMO energy ... -0.3075 Eh
LUMO level ... 0.58 eV
2S+1 ... 1
Frontier orbital gap ... 8.949 eV
SMILES ... COc1ccccc1C(=O)NCCOc1ccc(C(C)(C)C)cc1

=====

Most stable pick: B. Distance to second place: 0.0914 hartree.